(1)
74
Properties=species:S:1:pos:R:3:forces:R:3:lowdin_charge:R:1 method="wB97M-V/def2-TZVPD" homo_ev=-8.85 smiles="NC(N)=O.CCO.CCO.CCO.CCO.CCO.CCO.CO.CO" de_lowest_kj_mol=75.3 orbital_gap_ev=9.1 mol_weight_g_mol=400.554
N -9.294464 9.478496 20.691179 -2.476 -1.941 -0.016 0.185
C -8.211955 10.147178 21.001902 0.395 5.694 -5.229 -0.584
N -7.422400 9.604510 21.849766 3.494 -0.106 2.839 0.162
O -7.835153 11.339477 20.322498 -1.847 -5.358 3.487 -0.151
H -9.981967 9.861473 20.060687 0.231 -0.023 -0.254 0.059
H -9.561395 8.542274 21.090922 0.742 1.618 -0.502 0.153
H -6.600756 10.231221 21.998027 -0.824 -1.382 0.353 0.152
H -7.663806 8.781464 22.427016 0.483 1.131 -0.604 0.142
C -8.482957 15.365538 17.737377 0.401 0.953 1.555 -0.089
C -9.395106 16.579404 17.751006 -0.393 -2.659 -2.107 -0.227
O -9.423472 17.063442 16.371735 -1.289 -0.273 1.525 -0.084
H -8.434974 14.958386 18.734426 -0.078 -0.467 0.460 0.076
H -7.488152 15.652899 17.525884 1.305 0.487 -0.336 0.060
H -8.703851 14.595657 17.046846 -0.855 -0.608 -0.748 0.056
H -9.154671 17.301349 18.471121 0.717 1.277 0.747 0.094
H -10.358646 16.145338 18.079538 -0.171 0.832 -0.871 0.118
H -8.639699 17.549831 16.167056 0.782 0.403 0.030 0.087
C -9.472433 6.541371 18.274022 0.221 0.808 0.550 -0.084
C -10.901437 6.884982 18.543771 0.096 0.070 -0.172 -0.328
O -11.277908 6.010274 19.583054 -2.599 -0.171 1.491 -0.106
H -9.403982 5.529549 18.110056 0.030 -2.673 -0.196 0.051
H -8.717565 6.757411 19.020806 -0.255 0.416 0.555 0.077
H -9.124696 6.935498 17.374819 0.492 1.196 -1.598 0.041
H -11.516194 6.601580 17.670431 0.280 0.815 0.083 0.128
H -10.965514 7.961752 18.814210 -0.463 -0.653 -0.219 0.086
H -12.284226 6.017643 19.724351 2.313 0.195 -0.465 0.129
C -8.604948 9.562873 16.118354 2.021 -1.924 0.790 -0.072
C -7.749307 9.979408 17.323753 0.496 1.830 -2.290 -0.242
O -8.261792 11.289958 17.649699 -0.627 -1.093 -1.849 -0.114
H -8.259412 8.577682 15.780375 -0.012 0.016 -0.020 0.080
H -8.534776 10.189944 15.266052 0.096 0.958 -0.470 0.061
H -9.597279 9.416264 16.413535 -1.704 -0.021 0.313 0.042
H -6.698044 10.145467 16.956263 -0.708 -0.522 0.566 0.126
H -7.759859 9.278640 18.150168 -0.204 -0.057 0.210 0.097
H -8.022382 11.467662 18.530814 0.641 0.540 2.612 -0.006
C -13.843591 15.851095 14.448644 2.160 -0.074 0.056 -0.053
C -12.338597 15.565155 14.823481 -0.769 0.961 -2.490 -0.295
O -11.647509 16.774476 14.988257 -1.506 0.910 -0.015 -0.076
H -14.260842 15.022543 13.941948 -0.403 -1.245 -0.265 0.043
H -13.983620 16.668687 13.746337 0.558 0.357 0.151 0.073
H -14.386565 16.047155 15.321844 -1.023 0.396 1.285 0.044
H -11.892198 15.131174 13.943491 0.039 -0.744 -0.621 0.099
H -12.147090 14.848986 15.588081 -0.514 -0.324 1.127 0.069
H -10.831387 16.655479 15.445138 1.017 -0.090 0.528 0.002
C -11.077786 12.838275 18.469747 0.414 0.998 0.944 -0.060
C -11.181097 11.572885 19.229358 1.631 0.719 0.198 -0.282
O -10.879513 10.463168 18.392549 -4.520 -1.404 2.913 -0.073
H -11.662495 12.879948 17.595960 -0.504 -0.348 -1.450 0.053
H -10.022689 13.057726 18.307214 -0.213 0.226 -0.328 0.064
H -11.530179 13.606416 19.082420 0.228 0.548 0.398 0.090
H -12.115565 11.495930 19.691359 -1.748 -0.785 0.243 0.096
H -10.482938 11.699358 20.085918 -0.005 -0.486 -0.450 0.114
H -10.103898 10.646255 17.988006 4.404 1.140 -2.334 -0.021
C -15.649882 9.353816 17.977141 -0.179 -1.575 -1.498 -0.100
C -14.261239 9.874260 18.228091 0.655 0.448 1.027 -0.342
O -13.250040 8.955258 17.848902 -0.795 -0.594 -0.038 -0.087
H -15.838124 9.251532 16.885051 0.023 0.437 0.485 0.076
H -16.400404 10.006476 18.414825 -0.064 -0.077 0.052 0.071
H -15.793290 8.277525 18.295886 0.317 1.291 0.294 0.094
H -14.199417 10.065473 19.326786 0.136 0.040 -0.489 0.115
H -14.020717 10.823385 17.712633 -0.637 -0.147 0.217 0.095
H -12.414482 9.369810 18.067741 0.524 0.179 -0.112 0.018
C -10.508830 12.231262 15.121532 -1.736 1.677 -0.175 -0.167
O -9.936139 12.460827 13.849851 -0.384 -0.879 -0.566 -0.097
H -11.173702 13.132397 15.269137 0.365 -1.225 0.304 0.060
H -9.826158 12.202690 15.940278 0.795 -0.123 0.412 0.040
H -11.132706 11.314421 15.166601 0.435 0.364 -0.367 0.091
H -9.021306 12.699338 13.899884 0.636 0.112 0.324 0.065
C -15.001359 12.737827 16.028044 -0.843 -1.273 0.909 -0.159
O -13.721789 12.641419 15.440632 -0.891 3.339 0.457 -0.094
H -15.696529 13.481786 15.642988 0.419 0.016 -1.176 0.072
H -14.934141 13.097823 17.048975 0.506 -0.208 0.543 0.070
H -15.553938 11.763569 16.083165 0.532 0.705 -0.241 0.084
H -13.420805 11.806341 15.212626 0.209 -2.572 -0.470 0.035

(2)
82
Properties=species:S:1:pos:R:3:forces:R:3:lowdin_charge:R:1 method="wB97M-V/def2-TZVPD" homo_ev=-7.28 de_lowest_kj_mol=2.3 total_charge=-1 orbital_gap_ev=9.8 mol_weight_g_mol=518.586
N -0.012698 -0.469714 0.070423 0.200 0.145 -0.243 -0.532
O 0.135852 -1.574829 -0.487378 -0.017 -0.386 -0.166 -0.045
O -1.140661 -0.104695 0.417084 -0.286 0.093 0.215 -0.018
O 0.974335 0.266611 0.240156 0.099 0.034 0.085 -0.026
C 3.391249 -2.500119 -0.634829 0.749 -0.048 -0.112 -0.170
O 2.511144 -2.656546 -1.725646 -0.103 -0.134 -0.207 -0.137
H 2.894437 -2.608652 0.330599 -0.076 0.147 0.025 0.078
H 4.167650 -3.272017 -0.693447 -0.259 -0.122 -0.061 0.073
H 3.944590 -1.555116 -0.689379 -0.313 0.109 0.208 0.062
H 1.680124 -2.225030 -1.491061 0.022 0.093 0.170 0.019
C -1.881047 -4.114139 0.039547 -0.136 0.338 -0.727 -0.172
O -0.747273 -3.977928 0.858813 0.076 -0.120 0.256 -0.127
H -1.652992 -4.004674 -1.028465 0.082 -0.007 0.105 0.057
H -2.309321 -5.108790 0.143000 0.004 -0.013 0.326 0.077
H -2.639408 -3.350655 0.267653 -0.098 -0.174 0.123 0.059
H -0.319160 -3.149202 0.604669 0.028 -0.028 -0.072 0.029
C -0.295142 2.704161 2.422692 -0.085 -0.387 -0.037 -0.136
O 0.991663 2.097020 2.329475 -0.067 0.248 0.203 -0.154
H -0.954851 2.129716 3.084205 0.052 0.068 0.035 0.073
H -0.162179 3.699913 2.839595 -0.045 0.073 -0.074 0.081
H -0.792586 2.747878 1.451710 0.106 0.176 -0.051 0.069
H 0.969883 1.425141 1.628824 -0.175 -0.011 -0.073 0.020
C -4.316974 0.090726 -1.931658 -0.150 -0.476 0.142 -0.645
O -3.604772 0.780347 -2.640210 0.059 0.301 -0.020 0.029
N -3.816900 -0.713788 -0.952331 0.299 -0.036 0.044 0.173
N -5.691377 0.104474 -2.044386 0.183 -0.183 0.153 0.148
H -4.293841 -1.494707 -0.539185 -0.290 0.165 -0.085 0.096
H -2.820184 -0.684643 -0.799229 0.130 -0.011 -0.128 0.063
H -6.206283 -0.645276 -1.615928 -0.099 0.075 -0.061 0.088
H -6.050841 0.482859 -2.901355 0.013 -0.001 -0.054 0.096
C -1.748270 -3.026049 -4.123265 0.630 -0.299 0.061 -0.664
O -2.370985 -3.901211 -3.549408 -0.455 0.322 0.090 0.021
N -0.860059 -2.175892 -3.499966 -0.213 0.051 -0.129 0.167
N -1.834144 -2.846235 -5.483684 0.211 -0.066 0.337 0.140
H -0.008098 -1.942580 -3.981307 -0.028 0.145 0.034 0.099
H -0.792905 -2.221050 -2.494871 0.070 -0.218 0.009 0.065
H -1.357033 -2.081853 -5.922370 -0.271 0.097 -0.113 0.088
H -2.569894 -3.342451 -5.947201 0.058 0.002 -0.166 0.093
C -3.939949 0.456487 2.832409 -0.377 0.291 0.207 -0.681
O -4.579518 0.945136 3.755852 0.094 -0.182 -0.138 -0.002
N -3.626426 1.150717 1.697209 0.037 -0.553 0.349 0.167
N -3.527806 -0.853935 2.824200 0.083 0.146 -0.484 0.158
H -2.983934 0.741694 1.040925 -0.010 0.392 -0.156 0.038
H -3.911860 2.108039 1.637634 0.113 0.054 0.003 0.105
H -3.672517 -1.427316 3.631357 0.035 0.131 0.134 0.098
H -2.910016 -1.170418 2.095803 0.102 -0.125 0.141 0.068
C 5.632425 2.577091 0.532714 -0.119 -0.176 0.514 -0.066
C 4.275181 2.080775 0.062873 0.284 0.490 -0.596 -0.507
C 4.168772 2.088339 -1.459860 0.002 0.226 0.094 -0.060
O 4.075127 0.771378 0.556318 0.004 0.135 0.326 -0.049
H 5.775788 3.624336 0.267797 0.026 -0.004 -0.150 0.075
H 6.461166 1.980786 0.147304 -0.068 -0.033 -0.101 0.078
H 5.643594 2.513032 1.624522 0.138 0.003 -0.063 0.079
H 3.553274 2.807126 0.460582 -0.278 -0.375 0.123 0.135
H 4.983856 1.504721 -1.890542 -0.018 -0.031 -0.047 0.079
H 4.226008 3.116433 -1.831473 0.056 -0.068 -0.056 0.076
H 3.218449 1.667831 -1.789491 -0.024 -0.066 0.030 0.062
H 3.131301 0.582656 0.517992 -0.121 -0.194 -0.090 0.049
C 0.389914 3.348235 -1.807491 0.172 0.319 0.296 -0.054
C -0.390574 2.742956 -2.953802 -0.871 -0.114 -0.124 -0.478
C -0.055474 1.270897 -3.158016 1.021 -0.072 -0.123 -0.053
O -1.797227 2.945396 -2.768497 0.377 -0.043 0.225 -0.066
H 1.456297 3.405398 -2.040190 0.014 -0.093 0.011 0.066
H 0.271369 2.787026 -0.876280 -0.019 -0.157 -0.132 0.065
H 0.043794 4.364096 -1.604569 -0.032 -0.003 -0.141 0.079
H -0.155399 3.297638 -3.869112 0.079 -0.042 0.004 0.127
H 0.879315 1.231208 -3.735156 -0.072 -0.143 0.078 0.081
H -0.787951 0.672130 -3.694679 -0.293 0.304 -0.027 0.063
H 0.171458 0.768087 -2.213879 -0.194 0.078 0.038 0.057
H -2.193058 2.114295 -2.467524 -0.195 0.048 -0.166 0.030
C 0.438380 -0.939305 3.559700 0.393 -0.216 -0.257 -0.055
C 1.019056 -0.422045 4.864656 0.377 -0.507 0.143 -0.500
C 2.469174 -0.897278 5.020366 -0.161 0.393 -0.560 -0.062
O 0.962357 0.982712 4.966180 -0.272 0.141 0.174 -0.053
H 0.432792 -2.032506 3.558491 -0.199 0.024 0.052 0.086
H 1.110525 -0.654227 2.743238 -0.087 0.080 -0.012 0.068
H -0.557716 -0.563230 3.327120 -0.059 0.015 0.190 0.068
H 0.475786 -0.854328 5.714109 -0.270 0.261 -0.057 0.129
H 2.527473 -1.986147 5.003769 0.063 -0.027 0.209 0.073
H 2.898259 -0.470586 5.924998 0.028 -0.191 0.111 0.071
H 3.044503 -0.518252 4.168416 0.053 -0.044 0.075 0.079
H 0.943004 1.361941 4.072128 0.280 -0.033 -0.088 0.037

(3)
81
Properties=species:S:1:pos:R:3:forces:R:3:lowdin_charge:R:1 method="wB97M-V/def2-TZVPD" homo_ev=-8.46 smiles="COCCNCCOC.COCCNCCOC.NC(N)=O.NC(N)=O.NC(N)=O.O.O.O" de_lowest_kj_mol=390.7 orbital_gap_ev=8.2 mol_weight_g_mol=500.595
C 4.267678 -8.256778 -0.025534 -0.126 0.917 0.498 -0.095
O 3.096922 -7.731039 -0.620012 0.424 -2.120 -0.877 -0.197
C 2.904589 -6.368734 -0.669298 -0.305 1.148 -1.082 -0.241
C 4.091473 -5.524521 -1.249457 -0.829 -1.866 2.220 -0.191
N 4.673841 -6.153514 -2.398742 0.072 0.419 0.370 -0.066
C 4.017066 -5.867405 -3.622247 1.168 -1.085 -1.888 -0.214
C 4.987152 -6.357984 -4.758924 0.285 0.901 0.300 -0.190
O 5.254880 -7.763487 -4.859619 -3.197 1.262 2.045 -0.194
C 6.386538 -8.227577 -5.462250 -0.276 -0.275 -1.420 -0.143
H 4.005211 -9.197850 0.457783 0.057 0.180 0.120 0.091
H 4.632613 -7.498623 0.667366 0.146 -0.354 0.648 0.086
H 5.111996 -8.431171 -0.692473 -0.158 -0.085 -0.531 0.081
H 2.550270 -6.060435 0.314333 0.119 0.686 0.097 0.121
H 2.116406 -6.247200 -1.412323 -0.521 0.000 0.295 0.113
H 4.799479 -5.590396 -0.423329 0.500 0.919 -0.184 0.099
H 3.678436 -4.528554 -1.409290 0.592 0.112 -0.142 0.122
H 4.652197 -7.158544 -2.301054 0.176 -0.111 0.269 0.093
H 3.916754 -4.794563 -3.786714 0.119 0.120 0.091 0.119
H 3.023718 -6.299443 -3.743478 -0.266 -0.228 -0.012 0.118
H 5.925366 -5.839112 -4.562381 0.251 -0.001 0.196 0.113
H 4.594584 -5.849580 -5.639551 -0.072 -0.818 -0.901 0.108
H 7.268194 -8.181079 -4.823015 0.273 0.261 -0.300 0.093
H 6.406277 -7.746589 -6.440181 1.193 0.327 -0.160 0.089
H 6.145238 -9.255323 -5.733556 0.382 -0.299 0.346 0.088
C -9.808698 7.173230 5.689025 0.052 0.269 -0.088 -0.094
O -8.873341 6.541281 4.783176 -0.619 0.450 1.506 -0.162
C -9.431741 5.410001 4.188412 -0.759 -1.679 -1.135 -0.265
C -8.423882 4.435758 3.610868 0.664 0.139 0.324 -0.237
N -7.744713 5.118015 2.547588 1.238 0.570 -0.527 -0.071
C -6.573353 4.441411 2.025645 0.910 0.775 -0.445 -0.213
C -5.836149 5.203591 0.871485 -0.716 -1.998 -0.582 -0.164
O -5.561043 4.269448 -0.219177 0.417 -0.286 0.416 -0.190
C -4.604819 3.248946 0.121597 0.389 -0.144 0.568 -0.129
H -10.011855 6.636452 6.615680 0.590 -0.535 0.050 0.082
H -10.814674 7.331177 5.300232 0.030 -0.148 -0.819 0.081
H -9.461708 8.167480 5.970381 0.446 -0.168 -0.216 0.084
H -10.026483 5.725568 3.331209 -0.456 0.092 0.004 0.125
H -10.033740 4.751765 4.814857 -0.397 0.607 0.737 0.121
H -8.819315 3.489120 3.242602 -0.955 0.297 -0.380 0.121
H -7.797400 4.018893 4.399434 0.714 0.511 0.496 0.117
H -7.403325 5.994615 2.915186 -0.307 0.405 0.127 0.109
H -6.912329 3.438963 1.764337 0.573 -0.064 -0.311 0.122
H -5.687190 4.464322 2.659901 -0.539 -1.064 1.473 0.107
H -4.870370 5.562807 1.226907 -0.033 0.302 0.059 0.107
H -6.471617 6.025858 0.542605 0.172 -0.134 -0.568 0.117
H -4.734245 2.677463 1.040706 -0.991 0.418 0.560 0.071
H -3.583650 3.599610 0.271071 0.141 0.741 -0.369 0.077
H -4.521142 2.409790 -0.568999 -0.550 0.646 -0.866 0.083
N -0.387939 3.504161 3.696808 1.243 -6.572 -1.759 0.136
C -0.668737 4.610189 4.302433 -1.702 -0.110 5.190 -0.792
N -0.501714 5.552430 3.450472 0.498 4.623 -1.717 0.168
O -1.064264 4.674354 5.476870 0.069 0.505 -1.123 0.018
H -0.635525 2.635645 4.149009 0.085 0.269 0.269 0.116
H 0.507281 3.427333 3.235524 -0.175 0.059 -0.172 0.109
H -0.114920 5.230407 2.574807 -0.167 1.117 -0.019 0.115
H -0.455269 6.483122 3.840041 0.190 0.100 -0.708 0.128
N 5.984574 0.948108 -1.532157 -2.574 3.913 -0.563 0.154
C 6.537442 -0.204169 -1.298041 -0.353 -2.392 4.469 -0.779
N 7.455235 -0.419339 -2.177391 4.125 -1.380 -4.459 0.155
O 6.321642 -0.910788 -0.308146 -0.219 0.251 -0.671 0.015
H 6.426504 1.522099 -2.235968 -0.548 0.259 0.463 0.106
H 5.332700 1.367768 -0.884816 0.203 -0.267 -0.200 0.118
H 7.473816 0.151624 -3.010315 0.029 -0.175 0.195 0.106
H 8.167325 -1.134234 -2.221684 -0.691 -0.208 0.761 0.127
N 1.282600 0.130352 -4.658285 5.703 1.423 1.944 0.163
C 0.135357 -0.241981 -5.079619 -1.729 0.868 -3.389 -0.823
N -0.596757 -0.860468 -4.205792 -2.753 -2.034 2.278 0.171
O -0.215591 0.039490 -6.214964 -0.774 -0.282 -0.938 0.020
H 1.953058 0.415697 -5.357692 -0.253 0.046 0.177 0.123
H 1.669419 -0.230862 -3.798060 -0.001 0.103 -0.146 0.110
H -0.345164 -0.853181 -3.227663 -0.339 -0.108 -0.221 0.111
H -1.543663 -1.054495 -4.498765 0.175 0.006 0.381 0.122
O 1.455966 0.279868 -0.269704 -0.161 -0.045 -0.302 -0.055
H 1.576696 -0.241238 0.524087 0.065 -0.224 0.230 0.031
H 1.838635 1.131403 -0.058263 0.101 0.255 0.044 0.020
O 3.194778 4.171320 1.150916 -0.233 -0.232 0.029 -0.056
H 4.081474 4.318133 1.480221 0.244 0.000 0.160 0.032
H 3.032076 4.908706 0.562675 -0.069 0.196 -0.187 0.030
O 0.788205 -1.644443 3.945163 0.143 0.008 -0.224 -0.054
H -0.143700 -1.458769 3.829786 -0.260 -0.004 -0.052 0.026
H 0.958365 -1.454308 4.867732 0.104 0.018 0.249 0.029